Formula: C14H39CuN3O8P
Source: OMol25
Level of theory: wB97M-V/def2-TZVPD

Summary:
Net charge: -2
DFT total energy: -3304.7365 hartree
M: 471.999 Da
LUMO level: 4.02 eV
Gap between HOMO and LUMO: 1.96 eV

```
66
Properties=species:S:1:pos:R:3:forces:R:3:mulliken_charge:R:1
Cu -0.109592 0.915690 -0.759202 -1.4 0.2 -0.6 0.35
P -1.113358 1.157542 -3.271225 -5.3 0.0 -2.3 0.57
O -1.784140 2.548452 -3.588706 2.0 0.2 -0.1 -0.91
O -1.557811 0.106122 -4.315424 1.5 0.1 -0.7 -0.91
O -1.918388 0.708480 -2.018395 1.6 -0.3 3.2 -0.66
O 0.414121 1.186188 -3.001568 1.7 0.0 0.9 -0.64
C 4.020789 -1.787431 -0.575149 0.1 -0.4 0.5 -1.44
C 3.439581 -0.467527 -0.139242 -0.4 0.2 -1.7 -0.22
O 2.181751 -0.238625 -0.788041 0.2 -0.3 1.7 0.06
H 4.165518 -1.776822 -1.655445 0.2 -0.1 0.0 0.34
H 3.384860 -2.635514 -0.321280 -0.3 0.1 -0.1 0.30
H 4.954778 -1.949133 -0.036995 0.4 0.0 -0.3 0.41
H 4.123385 0.300567 -0.500552 0.3 0.3 0.4 0.33
H 3.354626 -0.387264 0.944476 -0.4 0.0 -0.1 0.26
H 2.252369 -0.254404 -1.745307 -0.2 0.3 -0.5 0.11
C -4.989306 -3.660584 -0.223169 1.3 0.4 0.7 -1.31
C -4.047132 -2.577031 -0.839028 -1.5 -0.2 -1.3 0.41
C -2.618921 -3.124000 -1.015219 0.2 2.3 -0.5 -0.77
O -1.845782 -2.074164 -1.674394 -0.3 -2.3 1.4 0.09
C -0.471676 -2.379506 -1.607514 0.3 1.2 -0.5 -0.91
N -4.530732 -2.158361 -2.157149 0.2 -0.8 -0.4 -0.53
H -4.541550 -3.910061 0.738790 -0.1 -0.3 0.4 0.17
H -4.979918 -4.577458 -0.812525 -0.1 0.1 -0.2 0.31
H -6.013022 -3.351546 -0.011994 0.0 0.3 -0.3 0.41
H -4.075969 -1.647071 -0.271196 0.5 -0.2 0.5 0.26
H -2.569151 -4.026584 -1.624282 -0.3 -0.4 -0.2 0.38
H -2.230553 -3.348455 -0.021794 0.4 -0.1 0.3 0.29
H -0.147749 -3.289253 -2.113009 -0.4 -0.5 -0.2 0.36
H -0.045042 -2.387287 -0.604508 -0.3 -0.2 0.6 0.17
H 0.053271 -1.561516 -2.100889 -0.3 0.2 -0.3 0.18
H -5.494209 -1.861895 -2.219857 -0.1 0.3 0.6 0.21
H -4.492621 -2.987715 -2.732313 0.2 0.0 -0.6 0.21
C 0.756067 4.357267 0.769152 1.5 1.4 0.3 -1.46
C 1.425087 3.926829 -0.565180 -1.0 -0.5 1.0 0.31
C 2.740819 3.147174 -0.442952 -1.0 0.4 0.3 0.36
O 3.735732 3.940578 0.200520 1.1 0.3 -0.1 -0.41
C 4.198441 5.054632 -0.544757 -0.6 0.2 0.2 -0.75
N 0.323444 3.170730 -1.125744 0.8 -0.2 -0.1 -0.33
H 1.390476 4.944550 1.433025 0.6 0.0 0.1 0.41
H 0.410336 3.514159 1.367267 -0.1 -0.2 -0.5 0.05
H -0.050152 5.069144 0.592090 -0.4 -0.4 -0.3 0.42
H 1.710818 4.709360 -1.268111 -0.3 0.9 0.4 0.59
H 3.035802 2.892752 -1.460976 0.2 -0.3 -0.1 0.36
H 2.626342 2.258110 0.177174 0.0 -0.1 -0.2 -0.81
H 4.538171 4.838918 -1.557749 -0.1 -0.5 -0.2 0.30
H 5.042572 5.549896 -0.064913 0.0 -0.3 0.5 0.28
H 3.392447 5.784510 -0.620625 0.0 0.3 -0.1 0.29
H 0.575076 2.782091 -2.023381 -0.1 -0.8 -1.0 0.32
H -0.395216 3.844547 -1.348454 -0.7 -0.4 -0.1 0.17
C 1.036925 0.706316 2.606577 0.9 0.1 1.0 -1.39
C 0.259002 -0.495092 2.129876 0.4 -2.0 -0.2 1.15
C -0.370279 -1.457254 3.198517 -0.3 0.7 1.0 -1.14
O -1.321961 -2.420248 2.654843 0.6 0.7 0.4 -0.10
C -2.035873 -3.161441 3.648333 0.6 0.6 -0.4 -0.81
N -0.759745 -0.128213 1.211508 -0.5 0.6 -0.5 0.02
H 1.575310 1.253619 1.832814 -0.5 -0.3 -0.6 -0.11
H 1.857774 0.404128 3.256951 0.0 -0.2 0.4 0.44
H 0.488707 1.474887 3.151429 -0.5 -0.2 0.1 0.40
H 0.941771 -1.132482 1.568038 0.3 0.0 -0.2 -0.21
H -0.864078 -0.811620 3.924749 -0.8 0.3 0.1 0.43
H 0.359258 -1.928316 3.857279 0.5 -0.6 -0.4 0.43
H -1.320590 -3.733147 4.239621 -0.1 -0.3 0.1 0.32
H -2.767789 -3.799088 3.152543 0.3 -0.1 -0.2 0.17
H -2.616493 -2.537225 4.327549 0.1 0.4 0.1 0.34
H -1.288890 -0.971944 1.043491 -0.3 0.0 -0.8 -0.23
H -1.397734 0.448038 1.741603 -0.5 0.6 -0.3 0.28
```
Positions in Å, forces in eV/Å.